This record from OMol25 describes a cluster of 2 separate species, C10H18N3 in total in a non-equilibrium geometry. The level of theory is ωB97M-V/def2-TZVPD.

As for the net charge: +1. For the energy above the lowest of the compared OMol25 structures with the same formula, charge and spin, the calculation gives 22.2 kcal per mole. The LUMO energy comes out at -3.01 eV. The calculation puts the HOMO energy at -11.56 eV. As for the HOMO-LUMO gap: 8.54 eV. The value obtained for the largest force on an atom is 0.037 hartree/bohr. The total energy is -555.8910 hartree.

Element x y z (Å)
C -1.387 0.758 2.879
C 0.450 -2.780 1.209
C -0.842 -2.814 1.710
C 1.160 -1.587 1.421
C -1.441 -1.695 2.286
C 0.638 -0.540 2.140
C -0.735 -0.513 2.428
H 0.845 -3.584 0.606
H -1.434 -3.709 1.544
H 2.196 -1.684 1.135
H -2.512 -1.693 2.421
H 1.252 0.297 2.461
H -1.106 0.932 3.930
H -2.437 0.650 3.124
H -1.255 1.611 2.222
C -0.748 0.448 -3.009
C -0.562 -0.734 -2.058
C 0.843 2.031 -1.891
N 0.305 1.465 -2.958
N 0.201 2.066 -0.735
N 2.084 2.510 -2.011
H -1.018 0.145 -4.014
H -1.651 0.952 -2.674
H -0.236 -0.379 -1.083
H 0.139 -1.492 -2.401
H 0.898 1.512 -3.771
H -0.777 1.829 -0.735
H 0.607 2.640 -0.018
H 2.662 2.266 -2.794
H 2.570 2.785 -1.174
H -1.539 -1.215 -2.019

=====

This record from OMol25 describes the ion C4H12NO2 with charge +1 in a non-equilibrium geometry. The level of theory is ωB97M-V/def2-TZVPD.

Its SMILES is C[NH2+][C@@H](C)C(O)O. As for the net charge: +1. For the energy above the lowest of the compared OMol25 structures with the same formula, charge and spin, the calculation gives 61.6 kcal per mole. The LUMO energy comes out at -3.10 eV. The calculation puts the HOMO energy at -14.80 eV. As for the HOMO-LUMO gap: 11.70 eV. The value obtained for the largest force on an atom is 0.104 hartree/bohr. The total energy is -364.5370 hartree.

Element x y z (Å)
C -1.930 -1.202 0.229
N -0.517 -0.792 0.559
C -0.105 0.231 -0.445
C -0.481 1.671 -0.214
C 1.507 0.161 -0.376
O 1.925 -1.072 -0.803
O 1.814 0.397 0.991
H -2.481 -1.680 1.147
H -2.593 -0.245 0.030
H -1.777 -1.818 -0.666
H -0.641 -0.533 1.511
H 0.094 -1.582 0.410
H -0.346 0.155 -1.469
H -1.311 1.719 0.579
H -0.817 2.052 -1.165
H 0.365 2.420 -0.117
H 1.902 1.022 -1.123
H 2.661 -1.400 -0.219
H 2.730 0.495 1.139

=====

This record from OMol25 describes a structure of composition C58H56Ge2N4ORhS6 in a non-equilibrium geometry. The level of theory is ωB97M-V/def2-TZVPD.

As for the net charge: -1. The LUMO energy (spin up / spin down) comes out at 1.42 / 1.42 eV. The calculation puts the HOMO energy (spin up / spin down) at -5.36 / -5.36 eV. As for the HOMO-LUMO gap (spin up / spin down): 6.78 / 6.78 eV. The value obtained for the largest force on an atom is 0.037 hartree/bohr. The total energy is -9191.9472 hartree.

Element x y z (Å)
Rh 2.436 0.217 -0.385
S 3.198 1.719 1.420
C 4.093 2.569 0.222
S 4.371 1.681 -1.221
C 4.570 3.859 0.393
C 5.218 4.534 -0.675
N 5.746 5.084 -1.540
C 4.414 4.553 1.617
N 4.286 5.116 2.615
C -3.712 -2.135 -5.998
C -3.318 -2.585 -4.617
C -4.128 -2.336 -3.519
C -3.764 -2.746 -2.243
C -4.668 -2.462 -1.072
C -2.554 -3.424 -2.059
C -1.746 -3.727 -3.162
C -0.504 -4.564 -3.002
C -2.135 -3.287 -4.420
C -2.175 -3.907 -0.701
C -2.775 -5.079 -0.241
C -2.464 -5.601 1.005
C -1.540 -4.955 1.808
C -0.923 -3.786 1.369
C -1.245 -3.255 0.121
Ge -0.338 -1.570 -0.435
S 1.562 -1.831 -1.451
S 0.164 0.006 1.186
Ge -0.634 1.448 -0.475
S 1.179 1.897 -1.606
S -1.815 -0.210 -1.461
C -1.895 2.933 -0.016
C -2.589 3.567 -1.057
C -3.496 4.578 -0.758
C -3.727 4.955 0.554
C -3.036 4.335 1.579
C -2.112 3.328 1.305
C -1.342 2.740 2.431
C -1.913 1.787 3.278
C -3.307 1.254 3.052
C -1.171 1.319 4.359
C 0.116 1.773 4.606
C 0.896 1.297 5.803
C 0.670 2.709 3.742
C -0.043 3.207 2.660
C 0.569 4.255 1.772
C -2.335 3.199 -2.479
C -1.228 3.736 -3.148
C -0.344 4.788 -2.528
C -0.962 3.307 -4.444
C -1.765 2.376 -5.084
C -1.399 1.856 -6.447
C -2.902 1.917 -4.430
C -3.211 2.329 -3.143
C -4.471 1.846 -2.473
C 0.076 -3.128 2.260
C 1.436 -3.432 2.155
C 1.964 -4.332 1.070
C 2.323 -2.871 3.071
C 1.891 -2.028 4.082
C 2.860 -1.453 5.080
C 0.536 -1.717 4.155
C -0.375 -2.251 3.257
C -1.830 -1.878 3.336
H -4.721 -1.721 -6.007
H -3.677 -2.969 -6.701
H -3.024 -1.369 -6.363
H -5.064 -1.803 -3.652
H -5.520 -1.857 -1.383
H -4.128 -1.918 -0.295
H -5.038 -3.390 -0.632
H -0.724 -5.460 -2.419
H 0.278 -4.009 -2.483
H -0.114 -4.860 -3.975
H -1.502 -3.508 -5.274
H -3.487 -5.583 -0.884
H -2.941 -6.511 1.346
H -1.277 -5.352 2.782
H -4.021 5.067 -1.571
H -4.434 5.746 0.776
H -3.188 4.634 2.610
H -3.672 1.504 2.058
H -4.002 1.669 3.786
H -3.315 0.169 3.164
H -1.617 0.580 5.019
H 0.417 0.438 6.274
H 0.974 2.094 6.546
H 1.911 1.018 5.513
H 1.676 3.077 3.917
H 1.361 4.784 2.296
H -0.175 4.975 1.430
H 1.021 3.795 0.887
H -0.478 4.856 -1.451
H -0.574 5.765 -2.963
H 0.704 4.573 -2.732
H -0.088 3.696 -4.957
H -0.790 2.576 -6.995
H -2.289 1.631 -7.036
H -0.816 0.937 -6.343
H -3.550 1.203 -4.929
H -5.110 1.329 -3.190
H -5.031 2.674 -2.038
H -4.236 1.144 -1.670
H 1.206 -5.038 0.731
H 2.837 -4.885 1.418
H 2.264 -3.729 0.208
H 3.379 -3.109 2.991
H 3.802 -2.002 5.075
H 2.444 -1.486 6.088
H 3.078 -0.408 4.846
H 0.186 -1.039 4.926
H -1.994 -1.161 4.139
H -2.459 -2.755 3.506
H -2.151 -1.420 2.396
N 8.844 -0.171 -0.709
C 8.355 -0.849 0.363
O 9.060 -1.246 1.271
C 6.874 -1.067 0.332
C 6.193 -1.344 -0.846
C 4.818 -1.461 -0.807
N 4.104 -1.300 0.311
C 4.771 -1.103 1.451
C 6.147 -0.997 1.512
H 9.812 0.099 -0.699
H 8.223 0.314 -1.335
H 6.713 -1.448 -1.789
H 4.252 -1.685 -1.702
H 4.161 -1.012 2.341
H 6.659 -0.841 2.451